*w*
Here is a molecular structure, C4H8OS from the Open Molecules 2025 dataset. Energies are from the ωB97M-V functional and the def2-TZVPD basis.

## Properties
molecular weight	104.2	Da
lowest unoccupied orbital energy	-0.0047	Eh
spin multiplicity	1
orbital gap	7.413	eV

Cartesian coordinates (Å):
S1 -2.00 0.63 -0.47
O1 -2.01 -1.04 -0.46
C1 -0.17 -0.76 0.22
C2 0.23 1.78 0.68
C3 0.68 -1.76 -0.52
C4 -0.15 0.64 -0.24
H1 -0.49 -0.79 1.31
H2 0.28 0.78 -1.26
H3 0.37 -1.59 -1.55
H4 0.68 -2.79 -0.36
H5 -0.53 1.90 1.62
H6 1.72 -1.44 -0.40
H7 1.13 1.65 1.25
H8 0.26 2.80 0.19

---

*x*
Here is a molecular structure, C4H8OS from the Open Molecules 2025 dataset. Energies are from the ωB97M-V functional and the def2-TZVPD basis.

## Properties
molecular weight	104.2	Da
lowest unoccupied orbital energy	0.0248	Eh
spin multiplicity	1
orbital gap	9.824	eV

Cartesian coordinates (Å):
S1 1.80 -0.43 0.12
O1 -1.54 0.94 0.04
C1 -0.92 -0.21 0.31
C2 0.30 0.22 -0.44
C3 -1.38 -1.60 -0.13
C4 -0.21 1.68 -0.05
H1 -1.96 -1.67 -1.17
H2 0.03 2.52 -0.82
H3 0.06 1.92 1.21
H4 -0.53 -2.36 0.18
H5 -0.98 -0.14 1.66
H6 -2.46 -1.95 0.37
H7 2.57 0.70 -0.49
H8 0.08 -0.20 -1.40

---

Most stable structure - *w*; separation to the second - 30.8 kcal/mol.

---

*w*
Here is 2 unconnected molecules or ions with the total composition CH7N6 from the Open Molecules 2025 dataset. Energies are from the ωB97M-V functional and the def2-TZVPD basis.

## Properties
molecular weight	103.1	Da
lowest unoccupied orbital energy	-0.1140	Eh
spin multiplicity	1
orbital gap	9.859	eV
total charge	+1

Cartesian coordinates (Å):
N1 -0.21 -1.46 -0.16
N2 2.49 0.09 0.09
N3 -1.32 -1.96 0.16
N4 -0.99 0.65 -0.04
N5 0.02 -0.17 -0.15
N6 -3.39 0.80 0.09
C1 -2.17 0.50 -0.05
H1 -1.10 -3.04 0.17
H2 2.66 0.95 0.76
H3 2.41 -0.68 0.78
H4 1.48 -0.05 -0.31
H5 -3.84 0.61 -0.82
H6 3.27 0.11 -0.60
H7 -3.96 0.55 0.86

---

*x*
Here is 2 unconnected molecules or ions with the total composition CH7N6 from the Open Molecules 2025 dataset. Energies are from the ωB97M-V functional and the def2-TZVPD basis.

## Properties
molecular weight	103.1	Da
lowest unoccupied orbital energy (spin up / spin down)	-0.2156 / -0.2022	Eh
spin multiplicity	1
orbital gap (spin up / spin down)	7.157 / 7.656	eV
total charge	+1

Cartesian coordinates (Å):
N1 -0.46 0.23 1.36
N2 0.45 -1.12 3.99
N3 0.79 -0.35 -1.04
N4 0.16 -1.26 2.86
N5 -1.43 0.37 -1.33
N6 -0.21 0.57 -0.73
C1 0.49 -0.48 1.71
H1 -0.08 1.59 -0.56
H2 1.00 -0.23 4.25
H3 1.40 -0.70 1.19
H4 1.75 -0.05 -1.09
H5 0.42 -0.84 -1.84
H6 -1.75 1.29 -1.53
H7 -2.04 -0.29 -0.83

---

Most stable structure - *w*; separation to the second - 67.8 kcal/mol.